{"formula": "C21H31F5P2Ti", "method": "wB97M-V/def2-TZVPD", "lumo_ev": [-9.688, -9.689], "e_tot_ev": -77537.3327, "multiplicity": 1, "total_charge": 2, "homo_ev": [-14.14, -14.14], "relative_energy_kj_mol": 0.0, "symbols": ["P", "P", "C", "C", "H", "H", "H", "H", "C", "H", "H", "H", "C", "H", "H", "H", "C", "H", "H", "H", "C", "H", "H", "H", "Ti", "C", "C", "C", "C", "C", "C", "C", "C", "C", "H", "H", "H", "H", "H", "H", "H", "H", "H", "H", "H", "H", "H", "H", "H", "F", "C", "C", "C", "F", "C", "F", "C", "F", "C", "F"], "coordinates": [[2.3804, 0.2344, -1.9637], [-0.3243, -1.8398, -2.1355], [2.2874, -1.2565, -3.1061], [0.8892, -1.6566, -3.5696], [2.7981, -2.0774, -2.5688], [2.9127, -0.9724, -3.9688], [0.4716, -0.9346, -4.2937], [0.9328, -2.6452, -4.0577], [0.2895, -3.5272, -1.6721], [-0.3005, -3.9275, -0.8354], [1.3545, -3.5234, -1.3907], [0.1543, -4.1645, -2.5591], [-1.8422, -2.2648, -3.0551], [-1.7089, -3.2072, -3.6037], [-2.1027, -1.4622, -3.7590], [-2.6540, -2.3846, -2.3253], [4.2009, 0.3132, -2.0188], [4.5405, 1.2005, -1.4701], [4.4927, 0.3873, -3.0764], [4.6301, -0.5992, -1.5833], [2.0044, 1.4712, -3.2799], [0.9993, 1.3677, -3.7189], [2.7557, 1.3045, -4.0658], [2.1186, 2.4878, -2.8791], [-0.5327, 1.4261, 1.7123], [-1.6346, -0.3365, 0.3894], [-0.6375, -1.0762, 1.0005], [0.8331, -1.1725, 0.6765], [1.8410, -0.1893, 1.3560], [1.7288, 1.2458, 0.9342], [0.9562, 1.8604, -0.0646], [-0.1182, 1.3134, -0.9749], [-1.5370, 0.9331, -0.4704], [-0.5865, 3.3994, 2.1062], [-2.6715, -0.6471, 0.5875], [-0.9853, -1.8501, 1.7113], [0.9885, -1.0871, -0.4204], [1.1380, -2.2119, 0.9234], [1.7795, -0.3208, 2.4608], [2.8596, -0.5553, 1.1064], [2.5359, 1.8842, 1.3168], [1.2921, 2.8816, -0.3146], [0.2011, 0.3701, -1.4919], [-0.2406, 2.0623, -1.7860], [-2.0358, 1.8312, -0.0170], [-2.1616, 0.7694, -1.3791], [-1.6419, 3.6955, 2.0325], [0.0317, 3.9697, 1.3915], [-0.2287, 3.5712, 3.1406], [-0.2466, -0.4447, 4.4363], [-1.4989, 0.1044, 4.4557], [-1.9562, 0.7944, 3.3315], [-3.2906, 1.2074, 3.3157], [-3.8255, 1.7669, 2.1885], [-4.1254, 1.0365, 4.4225], [-5.4119, 1.4455, 4.3855], [-3.6078, 0.4342, 5.5669], [-4.3660, 0.3314, 6.6722], [-2.3010, -0.0653, 5.5813], [-1.8235, -0.7006, 6.6735]], "atomic_forces_ev_per_a": [[1.2, -1.2, -1.8], [0.9, -0.7, -1.9], [0.1, 0.2, 0.3], [-0.5, -0.1, 0.2], [-0.2, 0.2, -0.3], [-0.1, -0.3, 0.2], [0.2, -0.2, 0.3], [-0.1, 0.4, -0.1], [-0.3, 0.1, 0.4], [0.2, -0.1, -0.2], [-0.4, 0.1, -0.1], [0.1, 0.1, 0.4], [-0.2, -0.1, 0.1], [-0.1, 0.3, 0.1], [0.0, -0.2, 0.2], [0.0, 0.0, -0.3], [0.1, 0.3, 0.0], [0.2, -0.3, -0.2], [0.2, 0.0, 0.4], [0.0, 0.3, 0.0], [0.1, 0.3, 0.1], [0.3, 0.0, 0.2], [-0.3, 0.3, 0.1], [0.0, -0.1, -0.3], [-2.1, -0.7, 1.8], [0.5, -0.3, 0.8], [-1.1, 0.2, -0.6], [0.7, 0.0, 0.0], [-1.0, -1.1, 0.3], [-0.5, 1.2, -1.0], [2.1, -0.8, 0.6], [-0.8, 0.2, -0.7], [0.3, -0.3, -0.1], [-0.2, 0.1, -0.6], [0.5, 0.4, 0.2], [0.0, 0.5, -0.5], [-0.2, 0.1, 0.8], [-0.1, 0.7, 0.1], [0.1, 0.3, -0.4], [-0.4, 0.5, 0.0], [-0.4, -0.1, 0.1], [-0.4, -0.5, 0.3], [-0.3, 0.5, 0.8], [-0.1, -0.3, 0.7], [-0.2, -0.2, 0.3], [0.3, 0.2, 0.6], [0.1, 0.1, 0.1], [-0.3, -0.1, 0.3], [-0.1, -0.4, -0.3], [-0.6, 0.6, -0.1], [-0.2, -0.1, 0.1], [1.4, 0.3, -0.9], [-0.3, 0.0, 0.0], [0.7, -0.2, 0.7], [-0.8, 0.4, -0.5], [1.4, -0.4, 0.1], [-0.4, -0.1, 1.1], [0.8, 0.0, -1.3], [0.6, -0.5, 0.6], [-0.6, 0.7, -1.1]]}



{"formula": "C5H7NO", "method": "wB97M-V/def2-TZVPD", "lumo_ev": 0.462, "e_tot_ev": -8831.8674, "multiplicity": 1, "total_charge": 0, "homo_ev": -7.67, "relative_energy_kj_mol": 418.3, "symbols": ["C", "C", "C", "C", "O", "N", "C", "H", "H", "H", "H", "H", "H", "H"], "coordinates": [[-0.8793, 1.2523, 0.0757], [-0.8161, -0.1825, -0.3414], [0.3487, -0.9154, -0.6666], [0.6988, -1.0714, 0.8398], [-1.9923, -0.7891, -0.6035], [2.6260, 0.2457, -0.2794], [1.5763, -0.3793, 0.0779], [-2.7348, -0.1879, -0.4596], [3.3024, 0.2728, 0.4851], [0.3468, -1.7255, -1.3887], [0.2426, -1.3827, 1.7584], [0.1118, 1.6462, 0.2804], [-1.3241, 1.8342, -0.7402], [-1.5069, 1.3827, 0.9621]], "atomic_forces_ev_per_a": [[0.0, -0.1, 0.1], [0.6, -0.1, -0.2], [-0.4, 0.2, 0.0], [-0.3, 0.4, 0.0], [0.2, 0.0, 0.1], [0.1, -0.2, 0.0], [-0.4, 0.0, 0.1], [0.1, 0.0, 0.2], [-0.2, 0.1, 0.0], [0.1, 0.0, 0.0], [0.1, -0.2, -0.1], [0.0, 0.0, 0.0], [0.0, 0.0, 0.0], [0.0, 0.0, 0.0]]}



{"formula": "CH4NOS2", "method": "wB97M-V/def2-TZVPD", "lumo_ev": -5.239, "e_tot_ev": -26301.5447, "multiplicity": 1, "smiles": "[NH3+]C1(O)SS1", "total_charge": 1, "homo_ev": -13.61, "relative_energy_kj_mol": 98.9, "symbols": ["C", "N", "O", "S", "S", "H", "H", "H", "H"], "coordinates": [[0.6041, 0.9116, 0.1991], [0.1330, -0.6148, -0.2435], [-0.5052, 1.3806, 0.8298], [1.5446, 1.8698, -0.9446], [2.1817, 1.2566, 1.0223], [0.9128, -1.2891, -0.0250], [0.0131, -0.4754, -1.2516], [-0.6567, -0.7942, 0.3876], [-0.8459, 2.1602, 0.3963]], "atomic_forces_ev_per_a": [[-0.2, -0.3, 0.8], [2.8, 1.6, 1.3], [0.0, -0.6, -0.1], [0.1, -0.5, 0.6], [-0.6, -0.6, -1.2], [-0.9, 0.7, -0.6], [-0.7, -0.8, 0.3], [-0.2, -0.1, -0.8], [-0.2, 0.6, -0.2]]}



{"formula": "C3H4I2", "method": "wB97M-V/def2-TZVPD", "lumo_ev": [-1.212, -0.784], "e_tot_ev": -19372.0387, "multiplicity": 1, "total_charge": 0, "homo_ev": [-9.57, -8.48], "relative_energy_kj_mol": 379.4, "symbols": ["C", "C", "C", "I", "I", "H", "H", "H", "H"], "coordinates": [[0.1248, -0.2437, -1.4171], [0.5793, -0.0766, -0.2186], [-0.2711, -0.0028, 0.9933], [0.6316, -1.0283, 2.6245], [-2.3454, -0.3168, 0.7737], [0.7765, -0.3541, -2.3540], [-0.9697, -0.0913, -1.5664], [1.6507, -0.0067, 0.1644], [-0.1768, 2.1202, 1.0002]], "atomic_forces_ev_per_a": [[-0.5, 0.3, -3.8], [1.9, 0.1, 3.7], [0.0, 1.1, -0.4], [-0.4, 0.5, -0.3], [0.3, 0.1, 0.3], [-1.0, 0.2, 1.7], [1.0, -0.6, -0.1], [-1.2, -0.3, -1.3], [0.0, -1.5, 0.3]]}



{"formula": "C28H51F5N3O7", "method": "wB97M-V/def2-TZVPD", "lumo_ev": 0.608, "e_tot_ev": -62236.8975, "multiplicity": 1, "total_charge": -1, "homo_ev": -3.11, "symbols": ["C", "C", "C", "C", "C", "C", "C", "O", "C", "C", "O", "C", "C", "O", "C", "C", "C", "C", "C", "C", "C", "F", "C", "F", "F", "C", "F", "F", "N", "C", "O", "O", "C", "N", "C", "C", "C", "O", "N", "H", "H", "H", "H", "H", "H", "H", "H", "H", "H", "H", "H", "H", "H", "H", "H", "H", "H", "H", "H", "H", "H", "H", "H", "H", "H", "H", "H", "H", "H", "H", "H", "H", "H", "H", "H", "H", "H", "H", "H", "H", "H", "H", "H", "C", "C", "C", "O", "H", "H", "H", "H", "H", "H", "H"], "coordinates": [[-4.9375, -1.8549, 1.7574], [-3.5001, -2.3588, 1.0897], [-3.1202, -1.5801, -0.3119], [-2.1625, -0.2315, -0.0706], [-0.7594, -0.5566, 0.7088], [0.5715, 0.1951, 0.0282], [0.8292, -0.6062, -1.3946], [1.1827, -2.0379, -1.2138], [1.4217, -2.6108, -2.5612], [2.8922, -2.2513, -3.1914], [2.9527, -2.3893, -4.6836], [4.3797, -2.3821, -5.1199], [4.5717, -1.7144, -6.6306], [5.6124, -2.4066, -7.4123], [5.0524, -3.4530, -8.2823], [5.2169, -4.9791, -7.6800], [1.7729, 0.0448, 1.1263], [2.8427, 1.3318, 1.1418], [3.7103, 1.1024, 2.5548], [2.9997, 1.9352, 3.8105], [3.6503, 1.5417, 5.2814], [5.1068, 1.8270, 5.2272], [3.8210, 1.3368, -0.1647], [3.1924, 1.8770, -1.4125], [5.0960, 2.1282, 0.0199], [4.3828, -0.1813, -0.5912], [5.2811, -0.7241, 0.4954], [5.2834, -0.0292, -1.7859], [2.0084, 2.5563, 1.3705], [2.6746, 3.8554, 1.0165], [2.0977, 4.5831, 0.0199], [3.9141, 4.4111, 1.5808], [0.5989, 2.4571, 0.8459], [-0.3529, 3.2562, 1.4927], [-1.8100, 3.3495, 1.1024], [-2.8481, 3.4762, 2.3939], [-4.3469, 2.9170, 1.9301], [-2.3729, 2.7809, 3.6001], [0.1941, 1.6113, -0.3387], [-5.7782, -1.6585, 0.9666], [-5.2999, -2.7695, 2.4328], [-4.7545, -0.9220, 2.4715], [-3.6225, -3.5081, 0.8498], [-2.6903, -2.2279, 1.9343], [-4.1503, -1.1373, -0.7213], [-2.7150, -2.2775, -1.1623], [-2.0509, 0.3889, -1.0610], [-2.8020, 0.4517, 0.6706], [-0.8870, -0.2643, 1.8394], [-0.5735, -1.7350, 0.6928], [-0.1853, -0.6073, -2.0166], [1.6123, -0.0295, -2.0869], [0.6050, -2.2065, -3.3145], [1.3481, -3.8013, -2.5500], [3.7005, -2.9869, -2.7679], [3.2656, -1.1586, -2.9634], [4.7513, -3.5088, -5.1902], [5.0796, -1.7955, -4.3877], [3.5297, -1.6300, -7.1798], [4.9367, -0.5886, -6.4777], [3.8975, -3.2972, -8.5357], [5.6032, -3.4548, -9.3305], [4.1656, -5.5287, -7.7389], [5.5686, -5.0073, -6.5464], [6.0373, -5.6149, -8.2679], [2.3206, -0.9972, 1.0958], [1.2516, 0.0920, 2.1998], [3.6000, -0.0492, 2.8490], [4.8489, 1.3391, 2.4374], [3.1446, 3.1125, 3.7087], [1.8409, 1.7560, 3.8807], [3.3746, 0.4293, 5.5172], [3.1821, 2.3194, 6.0538], [3.5261, -0.9477, -0.7976], [-0.0330, 3.8484, 2.3125], [-2.1858, 2.5215, 0.3668], [-1.9288, 4.3820, 0.5149], [-3.0066, 4.6274, 2.6473], [-4.8604, 2.2589, 2.7717], [-4.3046, 2.2586, 0.9529], [-5.0624, 3.8260, 1.6873], [-2.7925, 1.8594, 3.6398], [0.6382, 1.9321, -1.2292], [-9.0539, -0.0854, 3.4313], [-7.6056, 0.3998, 3.6084], [-7.5145, 1.2777, 4.8678], [-7.2991, 1.1526, 2.5662], [-9.7649, 0.7446, 3.3248], [-9.1562, -0.7305, 2.5497], [-9.3676, -0.6724, 4.3027], [-7.0120, -0.4995, 3.8261], [-8.1686, 2.1580, 4.8145], [-6.4895, 1.6307, 5.0382], [-7.8129, 0.7042, 5.7535]], "atomic_forces_ev_per_a": [[0.6, -0.8, 0.6], [-0.7, -0.2, -0.1], [-0.8, 1.3, 0.1], [-1.1, -0.2, 0.9], [-0.1, -0.5, -0.4], [-0.8, -2.8, -0.1], [-0.7, 0.7, -0.8], [0.6, 1.3, -2.0], [0.0, -0.5, -1.6], [1.1, 0.1, 0.0], [1.4, 0.4, 1.4], [0.6, -0.7, -0.8], [-0.4, 1.2, 0.9], [-2.6, -0.4, -0.3], [-0.3, -1.3, -0.9], [0.1, -0.6, 0.4], [-0.1, 0.7, 0.4], [0.0, -1.4, 1.4], [-0.3, -0.5, 0.8], [0.8, 0.8, 0.6], [-0.8, 1.3, -1.3], [-2.8, -1.0, 0.3], [2.5, 0.7, -1.5], [1.4, -1.5, 3.5], [-4.1, -2.3, -0.5], [2.2, 0.3, 0.1], [-2.8, 1.6, -3.1], [-2.8, -0.5, 3.4], [-1.9, -0.4, -2.3], [3.9, 7.9, -2.8], [1.4, -4.4, 4.8], [-6.9, -4.7, -1.8], [-0.4, 3.0, 0.4], [2.2, -2.8, -1.8], [-1.4, 1.5, -0.6], [-1.3, 0.0, -0.5], [-0.1, 0.2, -0.2], [-0.9, -0.8, -1.5], [1.4, 0.4, 2.9], [1.8, -0.1, 1.6], [0.7, 2.1, -1.3], [-0.7, -1.9, -1.8], [0.4, 2.3, 0.5], [-1.4, -0.4, -1.9], [2.2, -1.0, 0.8], [-0.5, 1.2, 1.8], [0.0, -1.3, 1.9], [1.3, -1.4, -1.7], [0.4, -0.4, -2.2], [-0.2, 2.6, 0.0], [1.9, 0.2, 1.4], [-1.4, -1.2, 1.7], [1.5, -0.8, 1.5], [0.0, 2.8, 0.4], [-1.6, 1.3, -0.5], [-0.9, -2.0, -0.2], [-0.7, 2.4, 0.3], [-1.5, -1.1, -1.2], [2.1, -0.5, 1.0], [-0.6, -2.5, -0.4], [2.5, 0.0, 0.8], [-0.9, 0.4, 2.3], [2.3, 1.0, 0.1], [-0.8, 0.3, -2.4], [-1.9, 1.5, 1.1], [-1.1, 2.2, -0.2], [1.2, 0.0, -2.3], [0.4, 2.4, -0.8], [-2.4, -0.2, 0.2], [-0.1, -2.6, -0.2], [2.2, 0.1, -0.2], [1.2, 2.1, -0.1], [1.2, -2.0, -1.5], [1.9, 1.3, 0.3], [-0.3, -1.1, -1.4], [1.4, 1.3, 1.6], [0.3, -2.2, 1.2], [0.8, -2.5, -0.3], [0.9, 1.4, -1.7], [0.0, 1.3, 2.0], [1.5, -2.0, 0.6], [0.7, 2.1, -0.3], [0.1, 0.0, 1.4], [-0.5, -0.7, 0.6], [-1.6, 1.6, 0.1], [-0.1, -0.4, 1.0], [1.6, 0.3, -1.6], [0.3, 0.1, 0.0], [0.2, 0.2, 0.0], [-0.2, -0.2, 0.1], [0.6, -0.6, -0.1], [0.1, -0.2, -0.3], [-0.1, -0.1, -0.2], [0.0, 0.0, 0.3]]}



{"formula": "S2", "method": "wB97M-V/def2-TZVPD", "lumo_ev": [2.575, 2.054], "e_tot_ev": -21668.2854, "multiplicity": 2, "total_charge": -1, "homo_ev": [-3.87, -3.09], "relative_energy_kj_mol": 306.7, "symbols": ["S", "S"], "coordinates": [[0.3052, 1.4002, 0.3693], [-0.3052, -1.4002, -0.3693]], "atomic_forces_ev_per_a": [[-0.7, -3.2, -0.8], [0.7, 3.2, 0.8]]}



| no. | M (g/mol) |
| --- | --- |
| 1 | 488.284 |
| 2 | 97.117 |
| 3 | 110.183 |
| 4 | 293.873 |
| 5 | 636.720 |
| 6 | 64.134 |